# 1
Here is C5H10O2 as an isolated structure in a non-equilibrium geometry from the OMol25 dataset. Energies are from wB97M-V/def2-TZVPD.

Each line ends with the natural charge from an NBO analysis.
Element x y z (Å)
C 2.237 1.008 -0.523  -0.250
O 0.905 1.059 -0.050  -0.522
C 0.260 -0.165 -0.265  0.050
C 0.485 -1.206 0.858  -0.099
O -0.776 -0.856 1.459  -0.515
C -1.172 -0.362 0.205  0.136
C -2.359 0.553 0.088  -0.661
H 2.850 0.276 0.027  0.166
H 2.268 0.745 -1.592  0.166
H 2.680 1.998 -0.391  0.198
H 0.337 -0.483 -1.310  0.165
H 1.313 -1.042 1.548  0.195
H 0.442 -2.240 0.491  0.176
H -1.506 -1.301 -0.526  0.108
H -2.182 1.535 -0.360  0.226
H -2.785 -0.132 -0.636  0.224
H -2.996 0.614 0.977  0.236

Summary:
* relative energy (zero: lowest compared OMol25 entry of this formula, charge and spin): 86.14 kcal/mol
* largest force on an atom: 0.052 Eh/bohr
* Kohn-Sham gap: 0.3922 hartree
* E_HOMO: -9.65 eV

# 2
Here is a 2-piece molecular cluster, C5H10O2 overall in a non-equilibrium geometry from the OMol25 dataset. Energies are from wB97M-V/def2-TZVPD.

Each line ends with the natural charge from an NBO analysis.
Element x y z (Å)
C 1.526 -0.514 -0.406  -0.634
C 0.216 -0.794 0.266  -0.255
C -0.778 0.124 0.515  0.280
O -0.846 1.312 -0.112  -0.691
C -2.005 -0.141 1.484  -0.227
C -2.809 0.808 2.009  -0.420
H 1.746 -1.266 -1.257  0.208
H 2.406 -0.747 0.244  0.221
H 1.618 0.484 -0.721  0.226
H 0.100 -1.650 0.914  0.202
H -1.111 2.018 0.590  0.479
H -2.041 -1.193 1.876  0.211
H -2.711 1.932 1.636  0.178
H -3.469 0.584 2.847  0.219
H 2.680 -1.134 -3.207  0.472
H 2.444 0.467 -3.512  0.488
O 3.034 -0.290 -3.167  -0.958

Summary:
* relative energy (zero: lowest compared OMol25 entry of this formula, charge and spin): 76.41 kcal/mol
* largest force on an atom: 0.092 Eh/bohr
* structure (SMILES): C=C/C(O)=C/C.O
* Kohn-Sham gap: 0.3363 hartree
* E_HOMO: -8.40 eV

# 3
Here is the molecule C5H10O2 from the OMol25 dataset. Energies are from wB97M-V/def2-TZVPD.

Each line ends with the natural charge from an NBO analysis.
Element x y z (Å)
C 2.602 0.050 0.020  -0.253
O 1.513 -0.847 -0.003  -0.530
C 0.474 -0.505 0.848  -0.022
C -1.031 0.021 -0.961  0.127
C -2.469 -0.137 -1.158  -0.724
C -0.592 0.613 0.271  0.004
O -1.413 0.978 1.184  -0.750
H 2.301 1.062 -0.292  0.169
H 3.344 -0.335 -0.681  0.199
H 3.046 0.108 1.023  0.176
H 0.808 -0.031 1.778  0.201
H -0.101 -1.402 1.081  0.198
H -0.292 -0.366 -1.661  0.209
H -2.959 0.816 -0.908  0.277
H -2.782 -0.531 -2.126  0.225
H -2.822 -0.791 -0.342  0.279
H 0.176 1.358 -0.123  0.215

Summary:
* relative energy (zero: lowest compared OMol25 entry of this formula, charge and spin): 116.67 kcal/mol
* largest force on an atom: 0.009 Eh/bohr
* Kohn-Sham gap (alpha / beta): 0.2610 / 0.2797 hartree
* E_HOMO (alpha / beta): -8.11 / -8.34 eV

# 4
Here is a 2-piece molecular cluster, C5H10O2 overall from the OMol25 dataset. Energies are from wB97M-V/def2-TZVPD.

Each line ends with the natural charge from an NBO analysis.
Element x y z (Å)
C 2.141 0.103 0.970  -0.722
C 0.897 -0.602 0.495  0.585
O 0.563 -1.696 0.899  -0.542
C 0.060 0.125 -0.548  0.000
C -1.455 0.151 -0.312  -0.444
C -1.248 1.666 -0.158  -0.057
O 0.160 1.553 -0.445  -0.532
H 2.741 -0.582 1.571  0.235
H 2.722 0.481 0.121  0.236
H 1.857 0.977 1.564  0.248
H -1.067 -3.012 -1.293  -0.030
H -0.727 -2.754 -0.681  0.022
H 0.375 -0.232 -1.540  0.203
H -2.057 -0.151 -1.171  0.220
H -1.784 -0.393 0.575  0.227
H -1.423 2.068 0.846  0.174
H -1.756 2.298 -0.895  0.178

Summary:
* relative energy (zero: lowest compared OMol25 entry of this formula, charge and spin): 68.69 kcal/mol
* largest force on an atom: 0.010 Eh/bohr
* structure (SMILES): CC(=O)[C@H]1CCO1.[H][H]
* Kohn-Sham gap: 0.3804 hartree
* E_HOMO: -9.44 eV

# 5
Here is the molecule C5H10O2 from the OMol25 dataset. Energies are from wB97M-V/def2-TZVPD.

Each line ends with the natural charge from an NBO analysis.
Element x y z (Å)
C 0.466 -1.608 1.555  -0.633
C 0.889 -0.537 0.555  0.082
O 1.648 -1.065 -0.525  -0.719
C -0.345 0.173 0.030  0.031
C -0.102 1.325 -0.910  -0.227
C -1.012 2.296 -0.952  -0.370
O -1.136 -0.815 -0.661  -0.731
H 1.347 -2.164 1.876  0.219
H -0.011 -1.149 2.432  0.206
H -0.253 -2.293 1.093  0.223
H 1.528 0.206 1.044  0.176
H 1.010 -1.319 -1.207  0.471
H -0.912 0.580 0.881  0.173
H 0.719 1.302 -1.633  0.219
H -1.421 -0.413 -1.486  0.481
H -1.044 2.985 -1.779  0.202
H -1.740 2.401 -0.141  0.196

Summary:
* relative energy (zero: lowest compared OMol25 entry of this formula, charge and spin): 44.38 kcal/mol
* largest force on an atom: 0.010 Eh/bohr
* structure (SMILES): C=C[C@@H](O)[C@@H](C)O
* Kohn-Sham gap: 0.4011 hartree
* E_HOMO: -10.05 eV

# 6
Here is C5H10O2 as an isolated structure in a non-equilibrium geometry from the OMol25 dataset. Energies are from wB97M-V/def2-TZVPD.

Each line ends with the natural charge from an NBO analysis.
Element x y z (Å)
C 2.084 1.173 -0.446  -0.256
O 0.778 0.805 -0.013  -0.602
C 0.174 -0.594 -0.518  0.045
C 0.370 -1.344 0.768  -0.164
O -1.045 -1.394 1.057  -0.534
C -1.333 -0.717 -0.183  0.089
C -2.099 0.571 -0.020  -0.631
H 2.773 0.316 -0.521  0.166
H 2.000 1.662 -1.418  0.174
H 2.550 1.896 0.249  0.197
H 0.590 -0.793 -1.504  0.207
H 0.860 -0.337 1.098  0.267
H 0.887 -2.302 0.916  0.192
H -1.861 -1.421 -0.849  0.184
H -2.243 1.046 -0.997  0.213
H -3.077 0.384 0.431  0.219
H -1.527 1.248 0.615  0.233

Summary:
* relative energy (zero: lowest compared OMol25 entry of this formula, charge and spin): 100.26 kcal/mol
* largest force on an atom: 0.067 Eh/bohr
* Kohn-Sham gap: 0.3710 hartree
* E_HOMO: -9.07 eV

# 7
Here is a 2-piece molecular cluster, C5H10O2 overall in a non-equilibrium geometry from the OMol25 dataset. Energies are from wB97M-V/def2-TZVPD.

Each line ends with the natural charge from an NBO analysis.
Element x y z (Å)
C -1.292 -1.910 1.487  -0.381
C -0.446 -0.928 1.145  -0.240
C -0.458 -0.393 -0.231  -0.387
C 0.760 -0.102 -0.754  0.366
O 1.914 -0.684 -0.292  -0.684
C 0.988 0.769 -1.935  -0.687
H -1.163 -2.559 2.349  0.191
H -2.246 -2.139 1.010  0.186
H 0.378 -0.867 1.851  0.216
H -1.267 -0.691 -0.879  0.234
H 1.696 -1.591 0.018  0.493
H 0.719 0.496 -2.956  0.239
H 2.017 1.131 -1.878  0.236
H 0.390 1.654 -1.673  0.220
H -0.856 3.313 0.574  0.468
H -0.288 1.902 0.924  0.474
O -0.846 2.599 1.241  -0.944

Summary:
* relative energy (zero: lowest compared OMol25 entry of this formula, charge and spin): 76.57 kcal/mol
* largest force on an atom: 0.053 Eh/bohr
* structure (SMILES): C=C/C=C(/C)O.O
* Kohn-Sham gap: 0.3221 hartree
* E_HOMO: -8.07 eV

# 8
Here is C5H10O2 as an isolated structure in a non-equilibrium geometry from the OMol25 dataset. Energies are from wB97M-V/def2-TZVPD.

Each line ends with the natural charge from an NBO analysis.
Element x y z (Å)
O -0.059 2.147 1.379  -0.723
C -0.722 1.391 0.386  -0.049
C 0.326 0.535 -0.293  -0.296
C 0.925 -0.577 0.614  -0.449
C 0.582 -1.839 -0.193  -0.023
O 0.466 -1.458 -1.501  -0.486
C -0.280 -0.320 -1.414  -0.001
H -0.720 2.626 1.890  0.470
H -1.498 0.740 0.817  0.164
H -1.214 2.041 -0.359  0.161
H 1.115 1.225 -0.631  0.220
H 1.989 -0.411 0.820  0.220
H 0.409 -0.627 1.574  0.218
H -0.801 -1.866 0.066  0.092
H 1.217 -2.739 -0.135  0.212
H -1.357 -0.982 -0.592  0.059
H -0.378 0.112 -2.428  0.212

Summary:
* relative energy (zero: lowest compared OMol25 entry of this formula, charge and spin): 100.15 kcal/mol
* largest force on an atom: 0.063 Eh/bohr
* Kohn-Sham gap: 0.3833 hartree
* E_HOMO: -9.52 eV

# 9
Here is the molecule C5H10O2 from the OMol25 dataset. Energies are from wB97M-V/def2-TZVPD.

Each line ends with the natural charge from an NBO analysis.
Element x y z (Å)
C 0.786 1.026 1.144  -0.618
C 0.767 -0.299 0.398  -0.271
C -0.568 -1.097 0.470  0.091
O -1.506 -0.529 1.368  -0.733
C -0.727 -0.864 -1.023  -0.616
C 0.594 -0.300 -1.120  0.111
O 0.071 1.274 -1.731  -0.847
H 1.676 1.616 0.896  0.207
H 0.783 0.846 2.223  0.233
H -0.116 1.609 0.933  0.213
H 1.640 -0.900 0.682  0.218
H -0.392 -2.148 0.748  0.155
H -2.384 -0.771 1.049  0.472
H -1.177 -1.551 -1.739  0.219
H -0.840 0.629 -1.398  0.467
H 1.395 -0.474 -1.836  0.211
H 0.256 1.990 -1.098  0.489

Summary:
* relative energy (zero: lowest compared OMol25 entry of this formula, charge and spin): 112.09 kcal/mol
* largest force on an atom: 0.007 Eh/bohr
* Kohn-Sham gap: 0.3402 hartree
* E_HOMO: -8.32 eV

# 10
Here is a 2-piece molecular cluster, C5H10O2 overall from the OMol25 dataset. Energies are from wB97M-V/def2-TZVPD.

Each line ends with the natural charge from an NBO analysis.
Element x y z (Å)
C -2.448 -0.496 1.013  -0.864
C -0.526 0.796 -0.934  0.423
O -0.476 1.879 -0.402  -0.517
C 0.420 -0.337 -0.569  -0.009
C 1.872 0.045 -0.939  -0.437
C 2.043 0.181 0.581  -0.054
O 0.735 -0.369 0.821  -0.511
H -3.394 -0.511 1.556  0.217
H -2.603 -0.885 0.000  0.198
H -1.707 -1.108 1.531  0.226
H -1.239 0.586 -1.764  0.115
H -2.083 0.531 0.972  0.225
H 0.042 -1.302 -0.932  0.189
H 2.447 -0.761 -1.398  0.217
H 1.979 0.965 -1.518  0.218
H 2.106 1.213 0.941  0.186
H 2.831 -0.427 1.040  0.177

Summary:
* relative energy (zero: lowest compared OMol25 entry of this formula, charge and spin): 63.79 kcal/mol
* largest force on an atom: 0.012 Eh/bohr
* structure (SMILES): O=C[C@H]1CCO1.C
* Kohn-Sham gap: 0.3808 hartree
* E_HOMO: -9.58 eV

# 11
Here is C5H10O2 as an isolated structure in a non-equilibrium geometry from the OMol25 dataset. Energies are from wB97M-V/def2-TZVPD.

Each line ends with the natural charge from an NBO analysis.
Element x y z (Å)
O 0.639 -2.314 -0.057  -0.726
C -0.547 -1.805 -0.632  -0.071
C -0.732 -0.428 -0.038  -0.386
C 0.378 0.581 -0.133  -0.320
C 0.440 2.043 -0.587  -0.058
O 0.875 2.469 0.732  -0.531
C 0.372 1.169 1.246  -0.042
H 0.771 -3.197 -0.414  0.472
H -1.420 -2.411 -0.341  0.162
H -0.483 -1.833 -1.732  0.161
H -0.592 -0.644 1.213  0.188
H -1.710 -0.005 -0.329  0.224
H 1.344 0.100 -0.313  0.222
H -0.546 2.440 -0.867  0.168
H 1.194 2.287 -1.341  0.188
H 0.623 0.129 1.916  0.185
H -0.605 1.418 1.677  0.165

Summary:
* relative energy (zero: lowest compared OMol25 entry of this formula, charge and spin): 111.67 kcal/mol
* largest force on an atom: 0.070 Eh/bohr
* Kohn-Sham gap: 0.3808 hartree
* E_HOMO: -9.57 eV

# 12
Here is C5H10O2 as an isolated structure in a non-equilibrium geometry from the OMol25 dataset. Energies are from wB97M-V/def2-TZVPD.

Each line ends with the natural charge from an NBO analysis.
Element x y z (Å)
C -2.021 1.174 -0.666  -0.450
C -1.494 0.644 0.381  -0.142
C 1.271 0.753 -0.044  -0.690
C -0.002 -1.292 -0.977  -0.686
C 0.218 -0.282 0.175  0.328
O 1.449 -1.398 1.832  -0.474
O 0.254 -0.750 1.469  -0.304
H -2.799 1.850 -0.901  0.213
H -1.645 0.800 -1.664  0.184
H -1.639 0.852 1.403  0.192
H 2.219 0.551 0.447  0.230
H 1.584 0.953 -1.049  0.217
H 0.868 1.716 0.359  0.227
H 0.551 -1.021 -1.838  0.214
H -1.113 -1.421 -1.125  0.234
H 0.529 -2.100 -0.467  0.239
H 1.771 -1.028 2.664  0.468

Summary:
* relative energy (zero: lowest compared OMol25 entry of this formula, charge and spin): 155.04 kcal/mol
* largest force on an atom: 0.092 Eh/bohr
* Kohn-Sham gap: 0.3750 hartree
* E_HOMO: -9.35 eV

# 13
Here is a 2-piece molecular cluster, C5H10O2 overall from the OMol25 dataset. Energies are from wB97M-V/def2-TZVPD.

Each line ends with the natural charge from an NBO analysis.
Element x y z (Å)
C -1.747 -1.034 -0.079  -0.363
C -0.921 -0.444 0.777  -0.224
C 0.563 -0.707 0.838  0.070
O 0.809 -2.031 0.410  -0.706
C 1.305 0.288 -0.073  -0.532
C 0.860 1.717 0.133  0.447
O 0.558 2.470 -0.763  -0.511
H -1.722 0.968 -2.200  -0.023
H -2.805 -0.781 -0.104  0.204
H -1.389 -1.794 -0.768  0.211
H -1.295 0.318 1.461  0.205
H 0.900 -0.569 1.879  0.165
H 1.764 -2.168 0.372  0.470
H 2.392 0.230 0.102  0.224
H 1.103 0.013 -1.112  0.240
H 0.806 2.064 1.189  0.105
H -1.180 1.460 -2.062  0.018

Summary:
* relative energy (zero: lowest compared OMol25 entry of this formula, charge and spin): 72.55 kcal/mol
* largest force on an atom: 0.012 Eh/bohr
* structure (SMILES): C=C[C@@H](O)CC=O.[H][H]
* Kohn-Sham gap: 0.3881 hartree
* E_HOMO: -9.86 eV

# 14
Here is the molecule C5H10O2 from the OMol25 dataset. Energies are from wB97M-V/def2-TZVPD.

Each line ends with the natural charge from an NBO analysis.
Element x y z (Å)
C 2.242 0.441 -0.703  -0.678
C 1.040 -0.347 -0.246  -0.140
C 0.751 -0.213 1.234  -0.148
O -0.411 -0.979 1.569  -0.721
C -1.218 -0.252 -0.640  0.474
C -2.533 0.402 -0.433  -0.716
O -0.179 0.442 -0.734  -0.418
H 2.447 0.294 -1.769  0.212
H 3.118 0.057 -0.167  0.218
H 2.193 1.528 -0.516  0.179
H -0.221 -1.857 1.202  0.471
H 0.501 0.809 1.575  0.153
H 1.628 -0.550 1.800  0.187
H -1.116 -1.326 -0.785  0.184
H -2.392 1.389 0.009  0.244
H -3.063 0.491 -1.386  0.248
H -3.139 -0.220 0.229  0.252

Summary:
* relative energy (zero: lowest compared OMol25 entry of this formula, charge and spin): 112.17 kcal/mol
* largest force on an atom: 0.008 Eh/bohr
* Kohn-Sham gap: 0.2657 hartree
* E_HOMO: -6.94 eV

# 15
Here is a 2-piece molecular cluster, C5H10O2 overall in a non-equilibrium geometry from the OMol25 dataset. Energies are from wB97M-V/def2-TZVPD.

Each line ends with the natural charge from an NBO analysis.
Element x y z (Å)
C 2.655 -0.988 -0.185  -0.637
C 1.362 -1.338 0.483  -0.116
O 0.318 -0.560 0.168  -0.370
C -1.692 0.548 0.230  -0.023
C -2.007 1.854 0.757  -0.683
C -1.350 0.340 -1.065  0.261
O -1.266 -0.805 -1.460  -0.482
H 2.900 0.053 0.042  0.207
H 3.494 -1.619 0.121  0.210
H 2.573 -1.080 -1.272  0.215
H 1.151 -2.413 0.326  0.191
H 1.452 -1.245 1.586  0.204
H -1.941 -0.342 0.790  0.211
H -3.064 1.901 1.048  0.236
H -1.416 2.023 1.668  0.234
H -1.774 2.658 0.052  0.218
H -0.993 1.152 -1.697  0.124

Summary:
* relative energy (zero: lowest compared OMol25 entry of this formula, charge and spin): 132.36 kcal/mol
* largest force on an atom: 0.052 Eh/bohr
* Kohn-Sham gap (alpha / beta): 0.2751 / 0.3236 hartree
* E_HOMO (alpha / beta): -8.56 / -9.48 eV